Entry 1:
Below is one molecule with the formula C5H9NO in a non-equilibrium geometry, with properties calculated with the ωB97M-V functional and the def2-TZVPD basis.

XYZ file:
```
16
Properties=species:S:1:pos:R:3:forces:R:3
C -1.173796 0.870990 -0.585326 -0.261 0.538 -0.004
C -0.069566 -0.097473 -0.618618 -2.319 -1.245 -0.386
C -0.277777 -1.520681 -1.130037 -0.500 2.964 -2.445
C 1.312845 0.322998 -0.637994 2.471 -0.368 1.473
C -0.500755 0.560182 2.032796 -0.404 0.531 -1.171
N -0.955185 0.214938 0.540630 1.623 -0.430 4.172
O -1.894167 1.682272 -1.073314 -0.251 0.695 -0.512
H 0.377367 -1.530343 -1.999459 -0.647 -0.660 -0.667
H -1.286064 -1.923419 -1.215956 0.172 0.420 -0.240
H 0.253311 -1.980486 -0.437372 2.146 -3.166 3.231
H 2.090055 -0.304666 -0.135250 -1.091 -0.198 0.200
H 1.556346 1.285702 -0.293737 -0.397 1.551 0.922
H 1.748726 0.374085 -1.571585 0.321 -0.147 -2.660
H -1.216759 1.386651 2.335513 0.921 -1.189 -0.069
H -0.526327 -0.335898 2.768156 -0.238 1.416 -1.691
H 0.561744 0.995149 2.021553 -1.544 -0.712 -0.154
```
Forces are in eV/Å.

Calculated values
charge = 0
HOMO energy = -9.049 eV
orbital gap = 0.3588 Ha
SMILES = CN1C(=O)C1(C)C
largest force on an atom = 5.01 eV Å⁻¹
relative energy (zero: lowest compared OMol25 entry of this formula, charge and spin) = 79.3 kcal/mol

---

Entry 2:
Below is an isolated ion of composition C5H10N3O and charge +1 in a non-equilibrium geometry, with properties calculated with the ωB97M-V functional and the def2-TZVPD basis.

XYZ file:
```
19
Properties=species:S:1:pos:R:3:forces:R:3
C 1.264850 1.639732 -0.234453 -1.231 -3.559 0.718
C 1.906385 0.390213 0.376353 2.550 0.404 0.907
C -2.130224 -0.345799 0.044146 2.409 0.896 1.437
C -0.786361 0.297338 -0.432841 1.312 -0.701 1.401
C 1.804179 -1.983683 -0.451674 -0.535 1.064 1.460
N -0.214997 1.452010 -0.345911 0.436 -4.424 -0.451
N 1.297397 -0.848648 0.323916 -2.340 -0.471 -0.147
N -3.145347 0.607464 0.116825 -2.728 1.670 1.518
O 1.781706 2.629617 -0.473166 1.096 2.935 -0.712
H 2.965155 0.380005 -0.038732 -0.966 0.241 0.667
H 1.890076 0.627802 1.507859 0.441 0.137 -1.442
H -2.335114 -1.180278 -0.590630 -0.179 -0.630 -0.150
H -1.733163 -0.674176 1.109410 -0.504 0.027 -1.970
H 2.924987 -1.856638 -0.645877 -1.786 -0.491 -0.644
H 1.555225 -2.870753 0.172726 0.676 0.391 -0.358
H 0.948841 -1.995612 -1.169271 1.563 -0.449 -0.812
H -0.750363 2.227715 -0.325788 -2.208 3.751 0.159
H -4.161160 0.300765 0.072889 2.044 0.119 -0.233
H -3.082065 1.202935 0.984226 -0.053 -0.912 -1.349
```
Forces are in eV/Å.

Calculated values
charge = +1
HOMO energy (alpha / beta) = -13.586 / -13.262 eV
orbital gap (alpha / beta) = 0.2957 / 0.2977 Ha
largest force on an atom = 4.47 eV Å⁻¹
relative energy (zero: lowest compared OMol25 entry of this formula, charge and spin) = 146.2 kcal/mol

---

Entry 3:
Below is one molecule with the formula C3H5NO in a non-equilibrium geometry, with properties calculated with the ωB97M-V functional and the def2-TZVPD basis.

XYZ file:
```
10
Properties=species:S:1:pos:R:3:forces:R:3
C 0.255628 -0.986451 1.468956 -0.029 1.401 0.265
C 0.237973 0.854152 -1.658964 0.270 2.424 0.075
C -0.605349 -0.423465 0.603193 2.400 -2.176 2.023
N -0.248449 1.489566 -0.669706 -0.353 1.863 -1.472
O -0.653178 0.908142 0.488798 0.027 0.873 0.254
H 0.402201 -2.035097 1.796954 -0.505 0.862 -0.656
H 0.828438 -0.191501 1.979273 0.103 -0.823 -0.012
H 0.552842 1.537381 -2.548391 -0.654 -1.646 1.728
H 0.485476 -0.150422 -1.516999 0.412 -1.785 -0.611
H -1.255582 -1.002306 0.056887 -1.671 -0.994 -1.594
```
Forces are in eV/Å.

Calculated values
charge = 0
HOMO energy = -9.848 eV
orbital gap = 0.4020 Ha
SMILES = C=CON=C
largest force on an atom = 3.82 eV Å⁻¹
relative energy (zero: lowest compared OMol25 entry of this formula, charge and spin) = 85.5 kcal/mol

---

Entry 4:
Below is C51H52BN5O8PbS3Se as an isolated structure, with properties calculated with the ωB97M-V functional and the def2-TZVPD basis.

XYZ file:
```
122
Properties=species:S:1:pos:R:3:forces:R:3
Pb 1.534001 -0.797338 1.624647 -0.114 -0.246 0.202
C -2.389287 7.177434 -0.708644 -0.003 0.000 -0.009
C -2.123990 5.702523 -0.563237 0.005 0.017 0.008
C -1.851247 4.912353 -1.671702 0.009 0.003 -0.029
C -1.583231 3.556441 -1.535984 -0.014 -0.020 -0.019
C -1.613715 2.989090 -0.275214 0.035 -0.088 0.047
C -1.864752 3.759473 0.852572 -0.027 0.016 0.000
C -2.121742 5.109790 0.699962 0.001 -0.021 -0.006
S -1.209126 1.248386 -0.057672 0.107 0.146 -0.045
O -0.718244 1.127114 1.343786 -0.104 0.027 0.031
C -2.909284 0.638846 0.018090 -0.011 -0.101 -0.226
C -3.535251 0.629366 1.278867 0.005 0.013 0.075
C -4.802137 0.146091 1.397068 0.036 0.037 0.070
C -5.489380 -0.357853 0.267724 -0.020 -0.044 -0.133
C -6.806315 -0.872255 0.372449 0.014 0.001 0.017
C -7.452449 -1.375710 -0.718208 -0.017 0.000 -0.015
C -6.810562 -1.390914 -1.976223 -0.008 -0.011 0.002
C -5.543652 -0.901255 -2.111031 0.026 0.026 0.025
C -4.844124 -0.372155 -0.993594 -0.080 0.010 0.013
C -3.511065 0.128616 -1.105284 0.128 0.072 0.111
C -2.815505 0.096420 -2.430454 -0.023 -0.146 0.000
C -3.223710 1.011716 -3.449272 0.072 0.018 -0.050
C -4.207764 2.006703 -3.215620 0.023 0.008 0.017
C -4.547161 2.898082 -4.192272 0.008 0.008 0.016
C -3.923321 2.842434 -5.457293 -0.003 0.006 -0.022
C -2.973236 1.895976 -5.710037 -0.017 -0.011 -0.006
C -2.598456 0.956231 -4.718626 -0.079 0.061 0.057
C -1.589172 -0.004710 -4.958602 0.016 -0.036 -0.054
C -1.202146 -0.861840 -3.978118 0.055 0.015 -0.015
C -1.826737 -0.813546 -2.717729 0.021 0.095 0.078
S -1.102588 -1.900168 -1.449296 -0.170 -0.078 0.014
O 0.298816 -2.122727 -1.850489 0.053 0.025 -0.090
C -1.976544 -3.399326 -1.971716 -0.001 0.044 0.097
C -1.216988 -4.416494 -2.517025 0.022 0.004 -0.060
C -1.837515 -5.601794 -2.892170 -0.003 0.012 -0.003
C -3.203161 -5.786307 -2.712350 0.007 -0.007 0.016
C -3.863377 -7.088706 -3.080027 -0.005 0.000 -0.021
C -3.943995 -4.751843 -2.142523 -0.015 0.009 0.000
C -3.337699 -3.566373 -1.763615 0.003 -0.024 0.001
H -2.225702 7.505687 -1.734980 -0.004 -0.004 0.004
H -1.732162 7.758139 -0.058931 -0.003 -0.005 0.002
H -3.418853 7.420829 -0.435933 0.003 -0.004 0.003
H -1.811636 5.358972 -2.658606 0.000 0.002 0.012
H -1.325822 2.969021 -2.407364 -0.008 -0.061 -0.014
H -1.815297 3.313483 1.838393 -0.004 0.012 -0.004
H -2.298939 5.719900 1.578920 0.002 -0.007 -0.002
H -2.972417 0.982349 2.134958 -0.026 -0.008 0.004
H -5.295609 0.127819 2.361622 0.013 -0.003 0.003
H -7.288960 -0.861724 1.342845 0.007 0.001 0.001
H -8.457663 -1.766986 -0.622213 0.002 -0.004 -0.002
H -7.325051 -1.797952 -2.837765 -0.003 0.006 0.001
H -5.049684 -0.920267 -3.074103 -0.018 -0.016 0.007
H -4.671398 2.070278 -2.239180 -0.001 0.005 -0.008
H -5.284956 3.664306 -3.988658 -0.006 -0.009 -0.007
H -4.192539 3.560756 -6.221972 0.004 0.000 0.007
H -2.475093 1.856203 -6.671418 0.009 0.004 0.006
H -1.095671 -0.014282 -5.922403 0.019 0.012 0.009
H -0.377249 -1.549693 -4.114862 0.002 0.007 0.000
H -0.151124 -4.262428 -2.634404 -0.007 -0.007 0.003
H -1.244232 -6.399382 -3.325724 -0.002 0.004 0.007
H -3.286243 -7.623362 -3.834841 0.004 0.001 0.006
H -4.868169 -6.926081 -3.472688 0.000 0.005 0.005
H -3.952844 -7.741271 -2.208245 0.005 0.009 0.002
H -5.010456 -4.877642 -1.986633 0.012 0.002 0.000
H -3.926349 -2.780020 -1.311720 -0.003 0.013 0.031
O -0.396197 2.358506 3.857735 -0.064 0.006 0.034
H 0.401248 1.957685 4.230477 0.014 0.011 -0.022
H -0.497646 1.897716 3.008738 0.025 -0.004 0.060
N 3.814852 -0.220457 -1.756613 -0.235 0.386 -0.191
C 3.014576 -0.267047 -0.910581 0.142 -0.231 0.410
H 4.078899 0.230165 -2.641229 0.085 -0.203 -0.020
Se 1.126741 2.019000 -3.261843 -0.220 0.226 0.024
C 2.737225 1.568810 -3.922902 0.147 -0.134 -0.211
N 3.781088 1.217159 -4.306577 0.011 0.061 0.079
C 2.715634 4.176912 4.324857 -0.001 0.040 -0.017
C 3.266884 3.219977 3.280435 -0.054 -0.001 0.017
C 4.771526 3.057087 3.457347 0.010 -0.007 0.006
O 2.677212 1.920056 3.508211 -0.093 0.023 0.010
B 2.403943 1.338359 2.281028 0.045 -0.076 -0.184
O 2.552981 2.257643 1.258932 0.108 0.007 0.062
C 2.843649 3.554041 1.812351 -0.001 -0.059 -0.041
C 1.559432 4.370278 1.709754 -0.001 0.016 -0.001
C 3.928691 4.192025 0.960668 0.012 0.029 0.014
H 3.050649 3.861091 5.314212 -0.007 -0.007 -0.001
H 1.626666 4.184445 4.313826 0.007 -0.006 0.008
H 3.078004 5.193782 4.146828 0.012 -0.010 0.006
H 4.961864 2.702904 4.471948 -0.002 0.003 -0.002
H 5.293791 4.006080 3.311131 0.004 -0.005 0.008
H 5.162520 2.308157 2.770759 -0.004 0.012 -0.013
H 0.760406 3.908921 2.290425 0.010 0.008 0.003
H 1.256660 4.397670 0.660783 -0.006 -0.009 0.007
H 1.705362 5.397108 2.057192 -0.001 -0.008 -0.002
H 4.816011 3.563507 0.916349 -0.010 -0.004 -0.012
H 4.206285 5.174876 1.353557 0.000 -0.004 0.001
H 3.549418 4.316700 -0.054459 0.001 -0.002 0.000
C 5.645966 -3.974385 -0.260117 -0.005 -0.005 -0.019
C 5.260742 -4.875912 0.907464 -0.033 -0.025 0.036
C 4.881083 -4.100182 2.182691 0.047 -0.017 -0.012
C 4.510323 -5.079130 3.310712 -0.002 0.022 -0.022
C 4.107720 -4.377365 4.603079 -0.002 -0.016 0.014
C 6.093828 -3.308659 2.620390 0.003 -0.002 0.004
O 7.145755 -3.839326 2.941421 0.001 0.002 -0.018
N 5.952061 -1.960182 2.613260 -0.034 0.002 0.010
C 4.794725 -1.217277 2.275551 0.055 -0.056 -0.050
O 4.913311 -0.004697 2.285647 -0.025 -0.001 0.020
N 3.664524 -1.892675 1.963350 0.106 0.064 -0.015
C 3.640807 -3.250750 1.864427 -0.039 0.084 0.082
O 2.633833 -3.849646 1.521480 -0.005 -0.011 -0.013
H 5.864532 -4.565930 -1.151167 0.006 -0.006 0.007
H 6.535254 -3.382123 -0.031583 -0.007 0.002 0.006
H 4.838149 -3.284708 -0.514190 0.000 -0.001 0.010
H 6.082779 -5.548838 1.162612 0.019 0.011 -0.010
H 4.391535 -5.480419 0.643304 -0.001 0.003 -0.007
H 5.372138 -5.730736 3.474620 0.002 0.003 0.021
H 3.684496 -5.687785 2.939580 -0.013 0.008 0.000
H 4.934086 -3.790268 5.011398 0.000 0.007 -0.011
H 3.812655 -5.099586 5.365343 -0.001 0.000 -0.006
H 3.259709 -3.706289 4.453713 -0.002 -0.007 -0.003
H 6.749012 -1.400803 2.876414 0.010 0.005 -0.007
S 1.021970 -2.464003 6.728167 -0.012 -0.079 0.174
C 1.098718 -1.837609 5.210741 -0.006 0.096 -0.219
N 1.151790 -1.392337 4.133130 0.077 0.069 -0.173
```
Forces are in eV/Å.

Calculated values
charge = -2
HOMO energy = -2.228 eV
orbital gap = 0.2030 Ha
largest force on an atom = 0.49 eV Å⁻¹
relative energy (zero: lowest compared OMol25 entry of this formula, charge and spin) = 0.0 kcal/mol

---

Entry 5:
Below is an isolated ion of composition H2NO3S2 and charge -1 in a non-equilibrium geometry, with properties calculated with the ωB97M-V functional and the def2-TZVPD basis.

XYZ file:
```
8
Properties=species:S:1:pos:R:3:forces:R:3
N 1.341289 -0.139826 -0.668538 -1.487 -0.968 -3.042
O -0.686495 1.110387 1.629716 -0.188 -0.509 -0.528
O -2.085039 0.911757 -0.404234 -0.347 0.043 0.074
O 0.358834 0.863269 -0.691461 -0.188 -0.324 1.332
S -0.762676 -2.072575 0.469019 -0.412 2.816 -0.071
S -0.960781 0.454425 0.361549 1.208 -1.724 0.153
H 2.046024 -0.129185 0.020508 0.037 0.532 1.655
H 0.748843 -0.998251 -0.716557 1.375 0.135 0.426
```
Forces are in eV/Å.

Calculated values
charge = -1
HOMO energy = -4.389 eV
orbital gap = 0.2772 Ha
SMILES = NOS(=O)(=O)[S-]
largest force on an atom = 3.52 eV Å⁻¹
relative energy (zero: lowest compared OMol25 entry of this formula, charge and spin) = 63.5 kcal/mol

---

Entry 6:
Below is a 2-piece molecular cluster, C2H9NO overall in a non-equilibrium geometry, with properties calculated with the ωB97M-V functional and the def2-TZVPD basis.

XYZ file:
```
13
Properties=species:S:1:pos:R:3:forces:R:3
N 0.956520 -0.052047 0.456329 0.217 0.270 0.018
C -0.960482 -0.740569 -0.909450 -1.394 -0.875 0.227
C 0.503893 -0.786480 -0.749417 2.193 0.606 0.023
H 1.969833 0.085248 0.372473 -0.528 0.034 0.238
H 0.816816 -0.641343 1.284511 0.048 0.292 -0.372
H -1.426639 -1.247647 -0.047948 -0.198 0.214 -0.359
H -1.246998 -1.276128 -1.830150 -0.061 0.183 0.375
H -1.351551 0.289262 -0.965331 0.319 -0.380 0.068
H 1.020526 -1.760434 -0.649647 -0.985 -0.129 -0.770
H 0.911664 -0.279381 -1.644966 0.274 -0.204 0.512
O -0.668438 2.045362 1.843003 0.505 0.694 -0.579
H -0.251322 2.919559 1.669614 -0.463 -1.006 0.175
H -0.273821 1.444598 1.170979 0.073 0.299 0.444
```
Forces are in eV/Å.

Calculated values
charge = 0
HOMO energy = -9.824 eV
orbital gap = 0.3961 Ha
SMILES = CCN.O
largest force on an atom = 2.28 eV Å⁻¹
relative energy (zero: lowest compared OMol25 entry of this formula, charge and spin) = 2.5 kcal/mol